Computed, not measured: a molecular structure, C4H9O2PS, with ωB97M-V/def2-TZVPD.

Geometry (Å):
C (-0.37747, -1.09406, 1.36969)
C (0.81850, -1.74008, 2.06563)
C (-0.79154, 1.23119, -2.41210)
C (-0.94086, 0.91658, -0.94095)
O (-1.48994, -1.02525, 1.79724)
O (1.35540, 1.38504, 0.89207)
P (0.26159, -0.17946, -0.19476)
S (1.41102, -1.28224, -1.27171)
H (1.62882, -1.13901, 1.71602)
H (0.53841, -1.85082, 3.08794)
H (0.91821, -2.66859, 1.52505)
H (-0.95563, 0.32452, -2.98499)
H (-1.54620, 2.02064, -2.67431)
H (0.12455, 1.84720, -2.63246)
H (-1.94701, 0.53461, -0.67022)
H (-0.71492, 1.78634, -0.24894)
H (1.70707, 0.93337, 1.57680)

* highest occupied orbital energy: -9.280 eV
* relative energy (zero: lowest compared OMol25 entry of this formula, charge and spin): 132.3 kJ/mol
* strongest force on any atom: 0.1314 hartree/bohr
* total energy: -28511.602 eV
* LUMO: -0.566 eV
* Kohn-Sham gap: 0.3202 Eh

Computed, not measured: a single C4H9O2PS2 molecule, with ωB97M-V/def2-TZVPD.

Geometry (Å):
C (-3.02261, 0.80556, -0.48961)
C (1.59881, -2.70728, 0.29263)
C (1.68319, 1.50473, 0.23816)
C (-2.24447, 1.87247, -0.48736)
O (0.88413, -2.08353, -0.76798)
O (1.69053, 0.13638, -0.10343)
P (0.35771, -0.57997, -0.72823)
S (-2.67570, -0.77219, 0.20020)
S (-0.86648, -0.55123, 1.10858)
H (-3.99468, 0.78062, -0.95531)
H (1.51747, -3.78114, 0.12600)
H (1.16541, -2.44851, 1.26140)
H (2.64563, -2.40675, 0.27045)
H (1.05108, 1.67563, 1.11268)
H (1.33124, 2.12119, -0.59052)
H (2.71125, 1.77206, 0.47786)
H (-2.55233, 2.78752, -0.95962)
H (-1.28017, 1.87443, -0.00591)

* highest occupied orbital energy: -8.296 eV
* relative energy (zero: lowest compared OMol25 entry of this formula, charge and spin): 0.0 kJ/mol
* SMILES: C=CSSP(OC)OC
* strongest force on any atom: 0.0125 hartree/bohr
* total energy: -39348.450 eV
* LUMO: 0.692 eV
* Kohn-Sham gap: 0.3303 Eh

Computed, not measured: 2 unconnected molecules or ions with the total composition C4H9O3, with ωB97M-V/def2-TZVPD.

Geometry (Å):
C (1.18820, -1.79296, 0.18614)
C (1.64886, -0.89029, -0.96804)
O (0.26750, -1.12274, 1.02323)
H (0.68245, -2.68600, -0.20390)
H (2.03555, -2.09323, 0.80803)
H (1.71018, 0.13521, -0.60187)
H (-0.39217, -0.69396, 0.42807)
H (0.94662, -0.97554, -1.79044)
H (2.66711, -1.07232, -1.31703)
C (-1.22300, 1.92713, 0.86576)
C (-1.95568, 1.18297, -0.27335)
O (-1.56406, -0.00491, -0.54328)
O (-2.85763, 1.79253, -0.87894)
H (-0.16754, 1.98851, 0.59528)
H (-1.37270, 1.36315, 1.78384)
H (-1.61367, 2.94244, 0.88652)

* highest occupied orbital energy: -4.314 eV
* relative energy (zero: lowest compared OMol25 entry of this formula, charge and spin): 33.1 kJ/mol
* strongest force on any atom: 0.0191 hartree/bohr
* total energy: -10438.122 eV
* LUMO: 3.937 eV
* Kohn-Sham gap: 0.3032 Eh
* total charge: -1

Computed, not measured: 2 unconnected molecules or ions with the total composition C4H9O3, with ωB97M-V/def2-TZVPD.

Geometry (Å):
C (-1.40746, -0.91736, 1.05705)
C (-0.23021, -0.59769, 1.97200)
C (-1.78391, 0.25203, 0.08526)
O (-2.21832, -0.10927, -1.02931)
O (-1.61909, 1.40883, 0.52925)
H (-1.31470, -1.83405, 0.46696)
H (-2.29717, -1.06422, 1.67700)
H (-0.16329, -1.24476, 2.85409)
H (-0.37277, 0.42684, 2.31335)
H (0.70020, -0.59905, 1.40266)
C (2.55913, 0.53195, -1.57421)
O (3.58071, -0.40398, -1.12763)
H (3.95909, -0.04852, -0.31683)
H (1.84070, -0.08107, -2.10517)
H (2.07328, 1.05477, -0.75039)
H (3.06387, 1.24157, -2.23490)

* highest occupied orbital energy: -3.872 eV
* relative energy (zero: lowest compared OMol25 entry of this formula, charge and spin): 99.3 kJ/mol
* strongest force on any atom: 0.0226 hartree/bohr
* total energy: -10437.437 eV
* LUMO: 3.342 eV
* Kohn-Sham gap: 0.2651 Eh
* total charge: -1

Computed, not measured: 2 unconnected molecules or ions with the total composition C4H9O3, with ωB97M-V/def2-TZVPD.

Geometry (Å):
C (-1.30269, -1.27621, 0.42086)
C (-2.48293, -0.40593, 0.65234)
O (-0.24447, -0.57655, 0.94673)
H (-1.25859, -2.18184, 0.97942)
H (-1.07078, -1.58545, -0.65587)
H (-2.07030, 0.61467, 0.70819)
H (0.28435, -0.29070, 0.08296)
H (-3.01777, -0.44613, 1.60905)
H (-3.09652, -0.53634, -0.20232)
C (2.10603, 1.18347, -0.02617)
C (1.82192, 0.61297, -1.40190)
O (2.58283, 0.88701, -2.32663)
O (0.79929, -0.13453, -1.45179)
H (3.07022, 1.93762, -0.27848)
H (2.63199, 0.32651, 0.63622)
H (1.24744, 1.87145, 0.30742)

* <S²>: 0.76
* highest occupied orbital energy (alpha / beta): -10.323 / -10.243 eV
* relative energy (zero: lowest compared OMol25 entry of this formula, charge and spin): 190.1 kJ/mol
* multiplicity: 2
* strongest force on any atom: 0.0990 hartree/bohr
* total energy: -10432.304 eV
* LUMO (alpha / beta): 0.714 / -4.209 eV
* Kohn-Sham gap (alpha / beta): 0.4056 / 0.2217 Eh

Computed, not measured: a single C4H9O6P molecule, with ωB97M-V/def2-TZVPD.

Geometry (Å):
C (1.45184, -0.14814, -1.69583)
C (-1.29556, -2.10032, -0.57993)
C (0.10379, 0.13490, 2.67275)
C (0.55347, 0.92623, -1.01509)
O (1.49798, -1.20046, -1.14929)
O (-1.64426, 1.58424, 0.35958)
O (0.04747, 1.79200, -1.88294)
O (1.55091, 1.77132, 0.05447)
O (-1.65878, -0.78325, -0.61959)
O (-0.32361, -0.41585, 1.44931)
P (-0.83129, 0.35670, 0.15358)
H (2.01036, 0.18177, -2.71158)
H (-1.05950, -2.40595, 0.48585)
H (-0.32923, -2.22517, -1.13817)
H (-2.00957, -2.62290, -1.11104)
H (0.04603, -0.55034, 3.40415)
H (-0.50658, 1.00316, 3.11785)
H (1.17389, 0.46265, 2.39887)
H (-0.84337, 2.03471, -1.59204)
H (2.06600, 2.20470, -0.60090)

* highest occupied orbital energy: -10.496 eV
* relative energy (zero: lowest compared OMol25 entry of this formula, charge and spin): 151.0 kJ/mol
* SMILES: COP(=O)(OC)C(O)(O)C=O
* strongest force on any atom: 0.1050 hartree/bohr
* total energy: -25867.029 eV
* LUMO: 0.142 eV
* Kohn-Sham gap: 0.3910 Eh

Computed, not measured: 2 unconnected molecules or ions with the total composition C4H9OP, with ωB97M-V/def2-TZVPD.

Geometry (Å):
C (3.18821, -0.60580, 0.14249)
C (-0.75576, 1.26404, -0.34804)
C (-1.17541, -1.24860, -0.35042)
C (-0.71164, -0.02697, 0.47284)
O (0.45978, -0.21141, 1.03984)
P (2.39370, 0.77112, -0.24303)
H (4.19136, -0.82219, 0.01377)
H (2.54363, -1.42817, 0.69162)
H (-1.82349, 1.46975, -0.75185)
H (-0.41468, 2.20055, 0.16096)
H (-0.10788, 1.14044, -1.10699)
H (-0.99548, -2.18090, 0.39069)
H (-0.53265, -1.60564, -1.18758)
H (-2.21675, -1.40718, -0.66340)
H (-1.60350, 0.06875, 1.21591)

* <S²>: 2.01
* highest occupied orbital energy (alpha / beta): -6.963 / -9.454 eV
* relative energy (zero: lowest compared OMol25 entry of this formula, charge and spin): 241.0 kJ/mol
* multiplicity: 3
* strongest force on any atom: 0.0940 hartree/bohr
* total energy: -15624.404 eV
* LUMO (alpha / beta): 0.678 / -2.282 eV
* Kohn-Sham gap (alpha / beta): 0.2808 / 0.2635 Eh

Computed, not measured: a molecular structure, C4H9OP3, with ωB97M-V/def2-TZVPD.

Geometry (Å):
C (-3.69680, -0.95764, -0.67051)
C (2.50178, 1.04501, 1.06644)
C (1.21416, 0.31999, 0.63807)
C (1.25156, -0.26417, -0.75095)
O (0.08799, -0.97058, -1.18224)
P (-2.79120, -1.47372, -2.03991)
P (-2.62564, -0.45399, 0.64648)
P (-1.33917, -0.13802, -1.32589)
H (-4.70991, -1.01455, -0.50471)
H (3.36633, 0.48643, 1.00052)
H (2.69216, 1.83186, 0.38744)
H (2.62445, 1.30373, 2.07705)
H (0.41643, 1.02898, 0.74887)
H (1.11024, -0.68363, 1.14177)
H (1.32207, 0.49343, -1.43174)
H (2.00029, -1.10019, -1.00473)
H (-3.42475, 0.54707, 1.20405)

* highest occupied orbital energy: -8.436 eV
* relative energy (zero: lowest compared OMol25 entry of this formula, charge and spin): 0.0 kJ/mol
* strongest force on any atom: 0.0623 hartree/bohr
* total energy: -34205.324 eV
* LUMO: -0.025 eV
* Kohn-Sham gap: 0.3091 Eh

Q: The lowest total energy belongs to which entry?
A: C4H9O2PS2

Q: Which formula does entry 6 have?
A: C4H9O6P

Q: The lowest strongest force on any atom belongs to which entry?
A: C4H9O2PS2

Copy entry 1 word for word.
Computed, not measured: a molecular structure, C4H9O2PS, with ωB97M-V/def2-TZVPD.

Geometry (Å):
C (-0.37747, -1.09406, 1.36969)
C (0.81850, -1.74008, 2.06563)
C (-0.79154, 1.23119, -2.41210)
C (-0.94086, 0.91658, -0.94095)
O (-1.48994, -1.02525, 1.79724)
O (1.35540, 1.38504, 0.89207)
P (0.26159, -0.17946, -0.19476)
S (1.41102, -1.28224, -1.27171)
H (1.62882, -1.13901, 1.71602)
H (0.53841, -1.85082, 3.08794)
H (0.91821, -2.66859, 1.52505)
H (-0.95563, 0.32452, -2.98499)
H (-1.54620, 2.02064, -2.67431)
H (0.12455, 1.84720, -2.63246)
H (-1.94701, 0.53461, -0.67022)
H (-0.71492, 1.78634, -0.24894)
H (1.70707, 0.93337, 1.57680)

* highest occupied orbital energy: -9.280 eV
* relative energy (zero: lowest compared OMol25 entry of this formula, charge and spin): 132.3 kJ/mol
* strongest force on any atom: 0.1314 hartree/bohr
* total energy: -28511.602 eV
* LUMO: -0.566 eV
* Kohn-Sham gap: 0.3202 Eh